(1)
Here is a 3-piece molecular cluster, C19H45B2O10 overall from OMol25. Energies are from ωB97M-V/def2-TZVPD.

```
76
Properties=species:S:1:pos:R:3
O 2.59454 5.52264 -3.01015
O 0.19879 -8.26040 0.20451
O -2.31588 -0.84174 -0.56885
O 0.09792 6.17323 2.84490
O -4.99785 -0.36088 0.81504
O 1.51839 -7.57799 -2.46613
O -1.59848 4.54789 2.10994
O -0.91714 -6.01129 -1.53124
O -2.38835 0.34533 2.23222
O 3.52195 7.87086 -2.83651
C 3.59950 5.26766 0.14457
C 2.58430 5.40728 2.66711
C 1.15199 -8.88588 -2.03364
C -3.43922 -0.18116 -1.14646
C 2.91758 -7.34598 -2.46108
C -1.20310 5.83335 2.24554
C 0.53303 -6.86594 0.24425
C -2.17579 7.05235 1.74000
C -4.28593 0.50876 -0.07129
C 3.62119 4.58901 1.67317
C -0.04870 -8.83584 -1.08247
C 1.18198 5.86506 1.89917
C -3.44158 -0.44238 2.78292
C -2.34668 1.66964 2.74218
C -0.59822 -5.90596 -0.14550
C 5.11834 5.69118 -2.14092
C -2.07925 -2.13554 -1.09957
C -4.21582 -1.18773 1.68828
C -2.31037 -6.11266 -1.78470
B 3.74460 6.41917 -2.67481
B 5.05931 5.12831 -0.59780
H 2.70867 4.73117 -0.41000
H 3.40429 -7.80588 -1.59388
H -4.07103 -0.87622 -1.71314
H -5.05403 1.09731 -0.58306
H 4.70214 4.46666 2.10398
H -2.57607 7.62468 2.69714
H 1.98574 -9.39696 -1.53656
H -0.35836 -9.86743 -0.88693
H -3.04841 0.57409 -1.83577
H 3.40828 6.43023 0.31547
H -1.47023 -6.10379 0.48344
H -3.34965 2.09637 2.85143
H 3.16439 6.31535 3.14968
H 3.13998 3.50531 1.53965
H 2.51258 8.01731 -2.90106
H -1.49523 -2.05677 -2.02148
H -3.01321 -2.67755 -1.28502
H -0.27182 -4.87231 0.03564
H 0.87881 -9.45524 -2.92778
H 5.52769 4.02671 -0.53701
H 6.05629 6.40895 -2.31483
H -3.56831 -1.84990 1.11433
H 5.28800 4.74373 -2.84674
H 1.44231 -6.67136 -0.32363
H 0.82918 5.09979 1.08016
H -2.81123 -6.76045 -1.05703
H 2.23668 4.62598 3.49542
H -3.69396 1.23125 0.49814
H 3.08058 -6.26478 -2.40100
H -2.98028 -1.17482 3.46005
H -4.93766 -1.84405 2.18821
H 3.35886 -7.72180 -3.38911
H 1.42531 6.87723 1.31611
H -3.09194 6.58575 1.14554
H 0.79029 -6.65999 1.28979
H -2.76004 -5.11742 -1.77393
H 1.91254 5.68242 -2.26647
H 5.81995 5.80781 0.03262
H -1.50446 -2.70386 -0.36078
H -0.91058 -8.35562 -1.55495
H -2.44407 -6.55452 -2.77649
H -1.79267 2.29013 2.03165
H -4.13813 0.16806 3.36368
H -1.58424 7.76600 1.01860
H -1.82799 1.67806 3.70328
```

Net charge = -1
E_tot = -1552.8581 hartree
Gap between HOMO and LUMO = 6.763 eV

Here are the Mulliken charges for atoms 1 to 6, given in e: -0.61, -0.47, -0.28, -0.34, -0.48, -0.25


(2)
Here is one molecule with the formula CH3NO from OMol25. Energies are from ωB97M-V/def2-TZVPD.

```
6
Properties=species:S:1:pos:R:3
O 1.23312 -0.02860 -1.18758
N -0.73303 -0.08076 0.02261
C 0.58478 -0.15902 0.01487
H -1.08747 0.06757 0.97476
H 1.03043 -0.18636 1.06109
H -1.02783 0.38718 -0.88575
```

Net charge = 0
Energy above the lowest of the compared OMol25 structures with the same formula, charge and spin = 26.2 kcal per mole
E_tot = -169.8658 hartree
SMILES = NC=O
Gap between HOMO and LUMO = 10.622 eV

Atomic charges from the Mulliken analysis, expressed in e, are listed below: -0.61, -0.37, 0.20, 0.27, 0.23, 0.28


(3)
Here is one molecule with the formula C4H4S2 from OMol25. Energies are from ωB97M-V/def2-TZVPD.

```
10
Properties=species:S:1:pos:R:3
S -1.27933 0.74059 -1.42966
S 0.42339 1.77345 -1.00936
C 1.30433 -0.24479 0.61886
C 0.34532 -0.99190 0.14225
C -1.08662 -0.60960 0.05702
C 1.25800 1.03618 0.40322
H 1.76440 1.69332 0.94527
H -1.60317 -0.17264 0.95451
H -1.77839 -1.30158 -0.42886
H 0.65206 -1.92303 -0.25324
```

Net charge = 0
Energy above the lowest of the compared OMol25 structures with the same formula, charge and spin = 73.7 kcal per mole
E_tot = -951.0551 hartree
SMILES = C1=CCSSC=1
Gap between HOMO and LUMO = 7.570 eV

Here are the Mulliken charges for atoms 1 to 6, given in e: -0.05, -0.06, -0.19, -0.09, -0.68, -0.35


(4)
Here is C35H41BiBrN9O2 as an isolated structure from OMol25. Energies are from ωB97M-V/def2-TZVPD.

```
89
Properties=species:S:1:pos:R:3
Bi 0.19037 0.47148 0.74074
Br 3.11792 -1.12909 -0.60668
O 0.51333 2.87607 -0.51573
O 3.15297 5.09688 -0.96315
N -1.62816 -0.39023 -0.24195
N -3.93336 -0.83999 -0.02989
N -3.10036 1.26764 0.43642
N 1.35707 3.76207 1.43969
N 0.22400 -1.76564 1.36039
N 3.10040 1.62605 -0.41310
N 0.69676 1.20857 -1.97396
N 0.64046 -1.39636 3.61105
N -0.05117 -3.49785 2.96298
C -0.03458 -3.25965 -2.09897
C -0.73461 -3.13451 -3.32666
C 5.28283 0.69652 -0.75755
C -4.03593 1.60032 1.50527
C 1.27183 4.01204 0.03568
C -0.94275 -4.35371 2.19647
C 0.52242 5.26555 -0.29531
C 1.65587 -4.41636 -0.82053
C 0.92297 1.49948 -4.31918
C 0.45015 4.85150 -2.74412
C 0.23467 5.60986 -1.58224
C 5.83237 1.96482 -0.81084
C 3.91198 0.60178 -0.56616
C 3.63869 2.84736 -0.52841
C -1.67646 -2.16774 -3.49822
C 1.38215 -3.57595 0.27317
C -0.32921 -2.39246 -1.00154
C 0.67012 2.51661 -1.82482
C 0.80919 0.68991 -3.19744
C -1.32672 -1.37596 -1.23172
C -5.27966 -0.35828 -0.35079
C -2.87987 -0.01399 0.03729
C 0.27064 -2.23448 2.60488
C 0.95662 -4.26321 -1.97818
C 0.71002 3.44259 -2.87701
C 0.40635 -2.61173 0.22264
C -3.83504 -2.29349 0.02273
C -2.56407 2.40828 -0.30219
C 4.99433 3.06444 -0.71723
C 0.86651 2.86658 -4.15137
C 0.69140 -4.20234 4.01223
C 0.06903 -1.49319 4.95172
C 2.72931 4.05727 -0.54752
C 1.71318 -0.41800 3.47478
C -1.95095 -1.27419 -2.44669
H 1.02788 4.54212 1.99193
H -2.20355 -2.06868 -4.43960
H -2.66368 -0.46979 -2.60027
H 5.36218 4.07605 -0.80741
H -5.64678 -0.90781 -1.21819
H 0.91466 3.52639 -5.01154
H -2.02664 3.08555 0.36383
H -0.82041 -2.11671 4.93917
H -3.52505 2.23994 2.22656
H 1.15705 -4.89912 -2.83297
H -0.49708 -3.82323 -4.12986
H 0.33963 5.38464 -3.68250
H -4.90978 2.13989 1.13443
H 2.28537 3.50331 1.75110
H -3.38340 2.96227 -0.76969
H 6.89823 2.09473 -0.95161
H -2.85276 -2.59474 0.35233
H 2.42821 -5.17187 -0.73722
H -5.27041 0.69775 -0.59502
H 0.28680 5.94622 0.51588
H 2.21915 -0.53897 2.51807
H -4.58409 -2.67184 0.71836
H -4.01565 -2.72784 -0.96184
H -5.96285 -0.53365 0.48085
H -1.57675 -4.90321 2.89380
H -0.21325 -0.49245 5.28148
H 1.11071 -5.11642 3.58830
H 0.78175 -1.89834 5.67309
H 1.51094 -3.59270 4.37982
H -0.39079 -5.06897 1.58268
H 1.33629 0.60508 3.57539
H 2.45185 -0.57731 4.26212
H -1.88819 2.06850 -1.08494
H 1.02270 1.05876 -5.30270
H 0.83266 -0.39393 -3.26318
H -0.16643 6.60485 -1.74423
H 0.04283 -4.47619 4.84516
H 1.95479 -3.68724 1.18888
H -4.36321 0.69860 2.01682
H 5.88688 -0.19351 -0.86864
H -1.57285 -3.75543 1.55237
```

Net charge = +2
Energy above the lowest of the compared OMol25 structures with the same formula, charge and spin = 66.5 kcal per mole
E_tot = -4789.7144 hartree
Gap between HOMO and LUMO (spin up / spin down) = 6.231 / 6.491 eV

Here are the Mulliken charges for atoms 1 to 6, given in e: 0.82, 0.08, 0.50, -0.52, 0.62, 0.26


(5)
Here is a 7-piece molecular cluster, C28H68Cl4O17P2 overall from OMol25. Energies are from ωB97M-V/def2-TZVPD.

```
119
Properties=species:S:1:pos:R:3
Cl 21.14586 10.10818 11.19129
Cl 13.31648 12.41555 19.14834
Cl 15.00330 15.01726 16.07585
Cl 23.85291 9.62138 13.13472
P 15.87769 17.76936 9.85634
P 12.04633 9.66480 10.53616
O 15.14688 19.16211 9.91969
O 12.38989 9.97474 12.09936
O 14.67485 16.76793 9.37538
O 17.92986 11.09028 1.00595
O 17.16585 17.81427 9.04970
O 20.29531 9.17077 16.61518
O 19.47860 8.28801 14.21631
O 11.92692 7.97061 10.42533
O 17.96760 11.90835 13.89335
O 20.87134 5.71438 14.03857
O 10.43626 10.07163 10.40966
O 16.03458 9.44217 2.56756
O 17.12035 11.22479 10.47573
O 16.14512 17.52721 11.49030
O 15.16275 8.31711 5.39909
O 17.44324 8.21773 10.43148
O 12.94860 10.23621 9.54137
C 16.61625 8.06390 5.12671
C 12.34640 7.36059 9.24618
C 16.40590 10.28093 9.64758
C 17.53803 9.73806 0.78903
C 22.19853 5.31718 13.73524
C 14.23138 12.90572 17.59497
C 20.22303 6.44040 12.96930
C 16.13127 9.27355 1.16461
C 18.95946 7.26019 13.41568
C 14.56558 9.37577 4.61155
C 17.30555 9.12145 9.29723
C 14.63873 9.37352 3.10324
C 17.45233 10.87974 11.80956
C 13.59953 9.45128 12.58618
C 17.50239 12.57702 15.09852
C 17.13801 12.00586 12.73149
C 21.30063 10.81628 12.81010
C 18.44449 8.88803 15.03435
C 22.21429 9.99045 13.78991
C 14.66520 14.38379 17.67339
C 21.08042 10.04924 17.42526
C 17.15285 16.52544 11.89304
C 9.39722 9.41279 10.98352
C 16.31341 7.47454 10.88699
C 19.12793 9.74977 16.05910
C 17.81745 11.64719 2.28226
C 14.38859 15.56949 10.08686
C 13.76587 19.49220 10.23775
H 17.70807 9.34731 14.37493
H 18.32013 9.12777 1.24066
H 18.26479 12.64043 2.32044
H 15.45202 7.34056 10.23266
H 13.74175 12.55446 16.68668
H 16.43127 7.30765 4.36385
H 16.04429 10.70823 8.71230
H 16.47982 12.36009 15.40735
H 16.53776 6.45880 11.21265
H 13.41722 8.42015 12.88892
H 17.60235 15.90291 11.11941
H 13.20544 18.56988 10.08498
H 13.52858 9.59838 4.86291
H 17.58297 13.61108 14.76338
H 13.96627 15.09813 18.10848
H 8.77965 8.93062 10.22575
H 8.83312 10.17778 11.51707
H 17.79824 8.23804 15.62425
H 20.26392 10.89488 13.13745
H 18.42062 10.40040 11.95354
H 13.78966 19.84809 11.26775
H 14.44410 9.57379 11.90811
H 22.86378 6.17814 13.66959
H 20.38818 10.53811 18.11075
H 18.48679 10.19733 16.81853
H 18.28729 9.41111 8.92254
H 14.32191 8.36769 2.82752
H 21.00756 7.05032 12.52143
H 21.51442 10.86253 16.84361
H 16.77829 10.05158 12.02843
H 18.06523 12.41260 16.01736
H 15.54582 9.94040 10.22412
H 17.03098 7.53446 5.98449
H 15.97773 8.24776 0.82951
H 18.30743 10.88843 2.89244
H 18.58141 7.78673 12.53937
H 9.65086 8.72116 11.78691
H 22.60593 4.58680 14.43428
H 17.17815 12.97144 12.22736
H 17.72213 9.60657 -0.27722
H 15.19604 12.39921 17.62632
H 21.85056 8.99198 14.03250
H 13.43307 7.43173 9.19976
H 16.08560 7.91268 11.85872
H 15.41109 9.92758 0.67299
H 18.14997 6.65863 13.82917
H 17.33280 8.73866 4.65834
H 15.47309 14.48126 18.39859
H 13.32200 15.69820 10.27108
H 19.83545 5.71259 12.25643
H 21.64096 11.85107 12.77148
H 16.95485 8.46308 8.50246
H 21.90014 9.65346 18.02487
H 14.02731 10.14982 2.64320
H 22.42533 10.55723 14.69674
H 14.74799 15.46916 11.11100
H 11.97037 7.84251 8.34370
H 22.22606 4.67886 12.85213
H 13.97133 10.07624 13.39814
H 16.76924 11.90146 2.43944
H 14.59762 14.74865 9.40083
H 16.57406 15.85432 12.52761
H 13.51151 20.38578 9.66775
H 16.10236 11.81333 13.01155
H 15.02115 10.30767 4.94639
H 12.11774 6.29901 9.34027
H 17.90586 17.06974 12.46297
H 19.52338 10.68172 15.65512
```

Net charge = 0
Energy above the lowest of the compared OMol25 structures with the same formula, charge and spin = 39.6 kcal per mole
E_tot = -4910.0046 hartree
SMILES = COP(=O)(OC)OC.COP(=O)(OC)OC.COCCOCCOC.COCCOCCOC.COCCOCCOC.ClCCCl.ClCCCl
Gap between HOMO and LUMO = 9.544 eV

Here are the Mulliken charges for atoms 1 to 6, given in e: -0.19, -0.22, -0.12, -0.22, 1.01, 1.13


We obtain largest force on an atom values of 0.16946, 0.14812, 0.08411, 0.00751, 0.10390 Eh/bohr for the records listed above, in that order.